(A)
Below is a gas-phase ion, C5H11N4 (charge +1), with properties calculated with ωB97M-V/def2-TZVPD.

Properties
- Multiplicity: 1
- Orbital gap: 8.66 eV
- Charge: +1

Last columns: bonded neighbours and bond lengths (Å).
Cartesian coordinates (Å):
1 C 1.5429 0.6683 -0.3764  C2 1.579, C3 1.566, H10 1.070, H11 1.062
2 C 0.3769 1.4419 0.3546  C1 1.579, C4 1.501, H12 1.133, H13 1.222
3 C 1.7609 -0.7646 0.2166  C1 1.566, N8 1.455, H14 1.061, H15 1.203
4 C -0.9797 1.3634 -0.2825  C2 1.501, N9 1.502, H16 1.051, H17 1.136
5 C -0.4405 -1.9560 0.3443  N8 1.334, H18 1.102, H19 1.087
6 N -3.9157 -0.5202 -0.2309  N7 1.155
7 N -2.8522 -0.0821 -0.1267  N6 1.155, N9 1.178
8 N 0.6969 -1.6289 -0.2718  C3 1.455, C5 1.334, H20 0.961
9 N -1.7117 0.1080 0.0967  C4 1.502, N7 1.178
10 H 1.4438 0.6964 -1.4414  C1 1.070
11 H 2.4370 1.2115 -0.1963  C1 1.062
12 H 0.2826 1.1274 1.4394  C2 1.133
13 H 0.7061 2.5947 0.5928  C2 1.222
14 H 2.7427 -1.0786 -0.0352  C3 1.061
15 H 1.7640 -0.8671 1.4149  C3 1.203
16 H -1.4536 2.2407 0.0491  C4 1.051
17 H -1.2104 1.3758 -1.3943  C4 1.136
18 H -1.1278 -2.6070 -0.2199  C5 1.102
19 H -0.7801 -1.5310 1.2855  C5 1.087
20 H 0.7179 -1.7926 -1.2184  N8 0.961

Results of the Löwdin charge analysis, in e, for atoms 1 through 8: number 1, C, carries -0.15; number 2, C, carries -0.18; number 3, C, carries -0.14; number 4, C, carries -0.17; number 5, C, carries 0.18; number 6, N, carries 0.24; number 7, N, carries -0.21; number 8, N, carries 0.03

***

(B)
Below is a gas-phase ion, C5H11N4 (charge +1), with properties calculated with ωB97M-V/def2-TZVPD.

Properties
- Multiplicity: 1
- Structure (SMILES): C[N+](C)(C)c1ncn[nH]1
- Orbital gap: 11.42 eV
- Charge: +1

Last columns: bonded neighbours and bond lengths (Å).
Cartesian coordinates (Å):
1 C -1.0414 -1.4349 -0.1797  N2 1.529, H10 1.018, H11 1.088, H12 1.024
2 N -0.5466 -0.0005 0.0098  C1 1.529, C3 1.509, C4 1.446, C5 1.391
3 C -1.0481 0.9606 -1.0397  N2 1.509, H13 1.064, H14 1.199, H15 1.065
4 C -1.2053 0.4283 1.2230  N2 1.446, H16 1.178, H17 1.051, H18 1.146
5 C 0.8443 -0.0265 0.0098  N2 1.391, N6 1.340, N9 1.332
6 N 1.5235 0.9711 0.5912  C5 1.340, C7 1.357
7 C 2.8272 0.6826 0.3474  N6 1.357, N8 1.290, H19 1.075
8 N 2.9349 -0.3917 -0.3576  C7 1.290, N9 1.396
9 N 1.6494 -0.8184 -0.6970  C5 1.332, N8 1.396, H20 1.048
10 H -2.0177 -1.6058 0.0521  C1 1.018
11 H -0.8337 -1.9050 -1.1384  C1 1.088
12 H -0.5613 -1.9473 0.5655  C1 1.024
13 H -2.1072 0.8900 -1.1086  C3 1.064
14 H -0.8817 2.1017 -0.7102  C3 1.199
15 H -0.4635 0.8937 -1.9274  C3 1.065
16 H -2.2600 0.9200 1.0428  C4 1.178
17 H -1.3338 -0.4041 1.8509  C4 1.051
18 H -0.5228 1.2082 1.7114  C4 1.146
19 H 3.6016 1.2504 0.8313  C7 1.075
20 H 1.4425 -1.7725 -1.0766  N9 1.048

Results of the Löwdin charge analysis, in e, for atoms 1 through 8: number 1, C, carries 0.06; number 2, N, carries -0.28; number 3, C, carries 0.03; number 4, C, carries -0.01; number 5, C, carries -0.40; number 6, N, carries 0.16; number 7, C, carries -0.16; number 8, N, carries 0.09

***

Calculated relative energies: (A) 1.635; (B) 0.000, given in eV